Entry 1:
The following is a DFT calculation (wB97M-V/def2-TZVPD) of a 9-piece molecular cluster, C34H72N4O16 overall.

## Properties
structure (SMILES)	O=C1C=C(O)C(=O)C=C1O.CN(C)C=O.CN(C)C=O.CN(C)C=O.CN(C)C=O.COCCOC.COCCOC.COCCOC.COCCOC
orbital gap	7.329	eV
HOMO	-8.99	eV

```
! RIJCOSX wB97M-V def2-TZVPD def2/J DEFGRID3
* xyz 0 1
C -3.54 0.36 -0.35
O -3.86 -0.73 0.36
C -2.93 -1.88 0.36
C -2.59 -2.80 -0.83
O -2.12 -2.07 -1.92
C -2.38 -2.37 -3.27
H -3.51 0.29 -1.44
H -2.59 0.76 -0.01
H -4.37 1.00 -0.05
H -3.26 -2.52 1.18
H -2.04 -1.54 0.89
H -3.52 -3.30 -1.13
H -1.97 -3.60 -0.43
H -3.43 -2.13 -3.44
H -2.25 -3.45 -3.35
H -1.65 -1.97 -3.98
C 2.75 -2.25 4.86
O 2.84 -1.65 6.14
C 1.50 -1.06 6.51
C 1.44 -0.41 7.87
O 0.06 -0.12 8.13
C -0.04 0.30 9.53
H 2.05 -3.07 4.68
H 3.71 -2.74 4.72
H 2.62 -1.53 4.05
H 0.76 -1.86 6.49
H 1.29 -0.33 5.73
H 1.89 0.58 7.83
H 1.77 -1.15 8.59
H 0.57 1.21 9.58
H 0.28 -0.37 10.32
H -1.08 0.43 9.81
C 0.84 -4.10 -2.03
O 2.10 -4.66 -2.36
C 2.20 -5.29 -3.63
C 3.65 -5.81 -3.84
O 4.30 -4.97 -4.83
C 5.67 -5.28 -5.07
H 0.01 -4.73 -1.70
H 0.49 -3.52 -2.89
H 0.89 -3.41 -1.18
H 1.87 -4.54 -4.34
H 1.48 -6.10 -3.69
H 3.64 -6.87 -4.11
H 4.24 -5.71 -2.94
H 6.06 -4.53 -5.76
H 5.58 -6.19 -5.67
H 6.36 -5.42 -4.23
C -2.74 7.75 -2.29
O -2.38 6.39 -2.50
C -1.86 5.76 -1.36
C -2.86 5.85 -0.19
O -2.53 4.84 0.71
C -3.43 4.65 1.77
H -1.82 8.26 -2.00
H -3.47 7.98 -1.51
H -2.90 8.15 -3.30
H -0.89 6.11 -1.00
H -1.83 4.70 -1.58
H -3.91 5.74 -0.47
H -2.72 6.80 0.32
H -4.51 4.59 1.62
H -3.30 5.46 2.48
H -3.19 3.73 2.31
C -0.56 -5.36 1.99
O -1.30 -6.32 1.75
N 0.80 -5.41 2.01
C 1.55 -4.15 2.12
C 1.57 -6.59 1.47
H -0.94 -4.35 2.16
H 1.09 -3.51 2.87
H 1.49 -3.51 1.24
H 2.60 -4.41 2.21
H 2.30 -7.00 2.18
H 0.97 -7.41 1.09
H 2.26 -6.28 0.68
C -1.31 0.05 -6.07
O -1.78 0.87 -5.29
N -0.13 -0.49 -5.92
C 0.18 -1.67 -6.77
C 0.76 -0.34 -4.77
H -1.88 -0.34 -6.93
H -0.32 -2.50 -6.28
H 1.27 -1.76 -6.76
H -0.19 -1.52 -7.79
H 0.31 0.19 -3.92
H 1.17 -1.31 -4.48
H 1.61 0.27 -5.09
C 1.84 2.92 -4.16
O 3.03 2.78 -4.45
N 0.90 3.56 -4.90
C -0.38 3.99 -4.28
C 1.18 4.09 -6.23
H 1.33 2.52 -3.27
H -0.56 3.74 -3.24
H -1.12 3.52 -4.92
H -0.49 5.07 -4.41
H 0.28 3.95 -6.83
H 1.42 5.16 -6.22
H 2.00 3.60 -6.75
C 0.27 4.06 4.56
O 1.47 4.16 4.78
N -0.63 3.24 5.12
C -2.11 3.33 4.94
C -0.23 2.23 6.10
H -0.14 4.69 3.76
H -2.51 2.33 4.75
H -2.37 3.95 4.09
H -2.70 3.68 5.78
H -0.21 1.22 5.70
H 0.72 2.51 6.57
H -0.90 2.24 6.96
C -0.09 2.11 0.09
C -0.18 0.79 -0.33
C 0.54 -0.31 0.38
O 0.77 -1.47 0.01
C 1.02 0.06 1.68
C 1.10 1.32 2.13
C 0.61 2.45 1.34
O 0.86 3.62 1.66
O 1.70 1.59 3.29
O -0.86 0.42 -1.47
H -0.49 2.87 -0.56
H 1.44 -0.69 2.34
H 1.48 2.47 3.60
H -0.89 -0.54 -1.50
*
```

***

Entry 2:
The following is a DFT calculation (wB97M-V/def2-TZVPD) of C19H32NO3P2Sn as an isolated structure.

## Properties
energy above the lowest of the compared OMol25 structures with the same formula, charge and spin	190.0	kJ/mol
orbital gap	5.041	eV
HOMO	-9.40	eV

```
! RIJCOSX wB97M-V def2-TZVPD def2/J DEFGRID3
* xyz 1 1
C -0.80 3.99 -1.71
C -0.95 2.70 -1.14
N 0.13 2.14 -0.46
C 0.89 3.00 0.19
C 0.84 4.39 -0.04
C 0.04 4.88 -1.07
C -2.11 1.97 -1.26
P -2.37 0.28 -0.68
Sn -0.18 -0.51 0.39
P 2.15 0.71 1.33
C 1.78 2.51 1.33
C 0.03 -2.71 0.51
C -1.12 -3.33 1.01
C -1.13 -4.72 1.21
C -0.01 -5.49 0.85
C 1.10 -4.84 0.29
C 1.12 -3.47 0.11
O -0.09 1.39 -5.61
O 0.60 -2.49 -4.53
H -1.44 4.29 -2.51
H 1.52 5.02 0.53
H 0.02 5.94 -1.25
C -3.66 0.80 0.47
C -3.17 -0.98 -1.74
H 2.74 3.03 1.25
H 1.33 2.75 2.32
H -1.05 1.52 -5.69
H -2.86 2.33 -1.95
C 2.78 0.37 3.00
C 3.64 0.62 0.25
H -2.03 -2.76 1.26
H -2.01 -5.20 1.64
H -0.04 -6.57 1.00
H 1.93 -5.46 0.00
H 2.00 -3.02 -0.35
H 1.63 -0.89 -0.33
H 1.51 -2.50 -4.04
H 0.32 -1.61 -4.14
H 0.22 2.10 -4.98
H 2.26 -0.49 -0.80
H -4.29 1.42 -0.18
H -4.21 -0.03 0.91
H -3.19 1.43 1.23
H -3.82 -0.48 -2.47
H -2.46 -1.62 -2.29
H -3.77 -1.64 -1.09
H 4.45 1.16 0.74
H 3.94 -0.43 0.12
H 3.45 1.07 -0.73
H 3.79 0.81 3.11
H 2.12 0.81 3.77
H 2.84 -0.71 3.15
C -0.65 -0.65 3.37
C -0.76 0.43 2.35
O -1.12 1.59 2.47
H -0.11 -1.55 3.00
H -1.67 -1.01 3.63
H -0.10 -0.27 4.26
*
```

***

Entry 3:
The following is a DFT calculation (wB97M-V/def2-TZVPD) of an isolated molecule of C3H6N2O3.

## Properties
structure (SMILES)	C=C[N@+]1(O)O[C@@]1(N)[O-]
energy above the lowest of the compared OMol25 structures with the same formula, charge and spin	548.3	kJ/mol
orbital gap	10.570	eV
HOMO	-9.73	eV

```
! RIJCOSX wB97M-V def2-TZVPD def2/J DEFGRID3
* xyz 0 1
N -0.06 0.56 -0.61
C 1.30 -0.02 -0.14
N 1.21 -1.26 0.44
C -1.39 0.14 -0.25
C -1.70 -0.18 1.00
O 0.47 -0.11 -1.70
O -0.03 1.96 -0.72
O 2.19 0.79 0.01
H 0.93 2.15 -0.66
H 2.11 -1.60 0.76
H 0.68 -1.95 -0.08
H -2.05 0.10 -1.11
H -2.71 -0.47 1.25
H -0.97 -0.10 1.80
*
```

***

Entry 4:
The following is a DFT calculation (wB97M-V/def2-TZVPD) of C25H23Cl5N7SV as an isolated structure.

## Properties
energy above the lowest of the compared OMol25 structures with the same formula, charge and spin	4.0	kJ/mol
⟨S²⟩	0.76
orbital gap (alpha / beta)	6.745 / 6.147	eV
HOMO (alpha / beta)	-9.28 / -8.69	eV

```
! RIJCOSX wB97M-V def2-TZVPD def2/J DEFGRID3
* xyz 1 2
V 0.26 -0.43 -0.01
C -2.54 1.13 0.53
N -1.18 0.93 1.09
C -0.49 2.23 1.25
C 0.97 2.03 1.56
C 1.72 2.98 2.23
C 3.07 2.79 2.39
C 3.65 1.64 1.87
C 2.85 0.74 1.21
N 1.52 0.91 1.07
C -1.33 0.29 2.41
C -1.59 -1.19 2.28
C -2.36 -1.90 3.18
C -2.53 -3.26 2.99
C -1.95 -3.86 1.88
C -1.20 -3.09 1.02
N -1.01 -1.78 1.22
C -2.60 1.47 -0.94
C -3.63 0.96 -1.71
C -3.68 1.28 -3.06
C -2.70 2.09 -3.59
C -1.71 2.57 -2.74
N -1.67 2.28 -1.44
H -3.06 1.91 1.11
H -3.09 0.20 0.68
H -0.97 2.85 2.01
H -0.56 2.75 0.29
H 1.23 3.88 2.61
H 3.68 3.52 2.91
H 4.72 1.46 1.95
H 3.25 -0.15 0.74
H -2.11 0.78 3.00
H -0.39 0.43 2.96
H -2.81 -1.39 4.02
H -3.13 -3.84 3.68
H -2.08 -4.92 1.68
H -0.72 -3.51 0.14
H -4.37 0.30 -1.27
H -4.47 0.88 -3.69
H -2.69 2.36 -4.64
H -0.93 3.22 -3.11
Cl -1.19 -1.45 -2.02
C -0.09 -0.32 -2.82
C 0.70 0.43 -1.96
C 1.52 1.35 -2.59
Cl 2.51 2.41 -1.62
C 1.55 1.51 -3.98
Cl 2.59 2.67 -4.71
C 0.72 0.73 -4.79
Cl 0.73 0.93 -6.50
C -0.13 -0.20 -4.20
Cl -1.21 -1.15 -5.15
N 2.02 -1.72 2.19
N 2.89 -2.66 1.63
C 2.86 -2.98 0.32
N 3.72 -3.94 -0.05
S 1.87 -2.26 -0.84
H 2.55 -1.01 2.68
H 1.38 -2.18 2.83
H 3.48 -3.21 2.25
H 4.39 -4.34 0.58
H 3.78 -4.17 -1.02
*
```

***

Entry 5:
The following is a DFT calculation (wB97M-V/def2-TZVPD) of C24H46BrClIrN7O2PS as an isolated structure.

## Properties
energy above the lowest of the compared OMol25 structures with the same formula, charge and spin	0.0	kJ/mol
⟨S²⟩	8.78
orbital gap (alpha / beta)	8.587 / 6.409	eV
HOMO (alpha / beta)	-13.40 / -14.23	eV

```
! RIJCOSX wB97M-V def2-TZVPD def2/J DEFGRID3
* xyz 2 6
Ir -0.40 -0.34 0.01
C 5.75 4.10 -1.73
C 5.45 4.15 -0.22
C 5.53 5.60 0.25
C 6.50 3.32 0.53
C 4.09 3.54 0.02
C 3.87 2.19 -0.38
C 2.65 1.64 -0.18
Br 2.33 -0.15 -0.73
C 1.53 2.34 0.40
O 0.41 1.79 0.53
C 1.77 3.72 0.82
C 3.03 4.24 0.60
C 0.66 4.54 1.46
C 1.14 5.94 1.83
C -0.52 4.68 0.47
C 0.18 3.85 2.75
H 6.73 4.54 -1.92
H 5.01 4.67 -2.30
H 5.76 3.08 -2.12
H 6.53 5.98 0.05
H 5.36 5.69 1.33
H 4.83 6.24 -0.27
H 7.49 3.75 0.36
H 6.54 2.28 0.19
H 6.31 3.32 1.61
H 4.66 1.62 -0.84
H 3.21 5.26 0.90
H 1.45 6.51 0.95
H 1.96 5.93 2.55
H 0.31 6.48 2.29
H -0.20 5.18 -0.45
H -1.29 5.29 0.93
H -0.95 3.72 0.21
H 1.00 3.71 3.45
H -0.27 2.87 2.55
H -0.57 4.47 3.23
C 0.41 -5.01 2.57
C -0.32 -3.77 2.92
N -1.11 -3.60 3.93
N -1.53 -2.30 3.83
C -1.02 -1.66 2.78
S -1.25 -0.06 2.26
N -0.23 -2.59 2.19
N 0.43 -2.36 0.99
H 0.08 -5.81 3.23
H 1.49 -4.88 2.70
H 0.21 -5.30 1.54
H -2.16 -1.92 4.52
H 0.03 -2.99 0.29
H 1.44 -2.49 1.12
C -3.68 -2.58 -3.67
N -2.58 -2.72 -2.72
C -1.26 -2.82 -3.32
P -2.80 -3.15 -1.14
O -1.81 -2.42 -0.25
N -4.32 -2.79 -0.66
C -4.68 -1.45 -0.20
C -5.46 -3.66 -0.94
N -2.57 -4.77 -1.03
C -2.76 -5.70 -2.13
C -2.70 -5.39 0.29
H -3.80 -3.48 -4.29
H -3.47 -1.74 -4.34
H -4.61 -2.38 -3.15
H -1.16 -3.71 -3.95
H -0.50 -2.86 -2.55
H -1.07 -1.94 -3.95
H -5.17 -0.87 -0.99
H -3.80 -0.92 0.14
H -5.38 -1.54 0.63
H -5.12 -4.63 -1.31
H -6.13 -3.23 -1.68
H -6.03 -3.83 -0.02
H -2.74 -5.18 -3.09
H -3.72 -6.23 -2.05
H -1.97 -6.45 -2.13
H -2.51 -4.66 1.07
H -1.98 -6.21 0.38
H -3.70 -5.81 0.44
Cl -2.53 1.55 -1.06
C -1.47 0.30 -1.71
H -0.74 0.76 -2.38
H -2.06 -0.48 -2.18
*
```

***

Entry 6:
The following is a DFT calculation (wB97M-V/def2-TZVPD) of C37H31BaN12O3 as an isolated structure.

## Properties
energy above the lowest of the compared OMol25 structures with the same formula, charge and spin	29.9	kJ/mol
⟨S²⟩	0.77
orbital gap (alpha / beta)	4.138 / 7.232	eV
HOMO (alpha / beta)	-4.23 / -7.32	eV

```
! RIJCOSX wB97M-V def2-TZVPD def2/J DEFGRID3
* xyz 0 2
Ba 1.84 0.90 1.49
O 3.64 2.25 2.60
C 4.33 1.20 2.84
N 4.16 0.31 3.77
C 3.14 0.61 4.76
C 2.07 -0.46 4.83
C 1.63 -0.91 6.07
C 0.61 -1.84 6.14
C 0.05 -2.29 4.95
C 0.55 -1.79 3.76
N 1.54 -0.89 3.68
C 5.35 0.82 1.79
C 6.69 0.58 2.06
C 7.51 0.21 1.01
C 6.97 0.08 -0.26
C 5.62 0.32 -0.42
N 4.82 0.69 0.57
H 2.62 1.55 4.54
H 3.60 0.70 5.74
H 2.10 -0.52 6.96
H 0.25 -2.20 7.09
H -0.76 -3.01 4.93
H 0.12 -2.13 2.82
H 7.05 0.67 3.07
H 8.57 0.03 1.18
H 7.58 -0.21 -1.10
H 5.15 0.20 -1.40
C 2.21 -2.55 -4.11
N 2.06 -2.19 -2.72
C 1.91 -0.98 -2.16
N 1.77 -1.10 -0.85
C 1.83 -2.45 -0.67
N 2.00 -3.14 -1.76
C 0.90 -2.66 -4.87
C 0.97 -3.01 -6.21
C -0.19 -3.17 -6.96
C -1.42 -2.97 -6.37
C -1.49 -2.61 -5.03
C -0.33 -2.46 -4.27
C -2.82 -2.41 -4.44
N -3.93 -2.92 -4.84
N -4.91 -2.41 -3.98
C -4.31 -1.66 -3.14
O -2.96 -1.60 -3.36
C -4.89 -0.87 -2.06
C -6.21 -1.13 -1.68
C -6.78 -0.37 -0.68
C -6.06 0.64 -0.06
C -4.75 0.91 -0.44
C -4.00 2.03 0.25
N -2.59 2.04 -0.10
C -1.60 1.35 0.44
N -0.48 1.55 -0.24
C -0.88 2.40 -1.22
N -2.15 2.73 -1.18
C -4.16 0.14 -1.44
H 2.73 -3.51 -4.11
H 2.86 -1.82 -4.58
H 1.92 -0.07 -2.72
H 1.76 -2.91 0.30
H 1.94 -3.17 -6.68
H -0.12 -3.44 -8.01
H -2.34 -3.09 -6.94
H -0.41 -2.19 -3.23
H -6.76 -1.92 -2.17
H -7.80 -0.56 -0.37
H -6.51 1.23 0.72
H -4.06 1.95 1.33
H -4.40 3.00 -0.03
H -1.68 0.76 1.34
H -0.22 2.80 -1.97
H -3.15 0.34 -1.76
O -0.01 1.69 2.99
N -0.71 2.82 2.79
C -0.12 3.89 2.13
C -0.90 4.93 1.71
C -2.28 4.97 1.97
C -2.80 3.95 2.81
C -2.02 2.90 3.21
H 0.96 3.85 2.04
H -0.41 5.75 1.19
H -2.89 5.79 1.65
H -3.82 3.99 3.17
H -2.33 2.11 3.87
*
```

***

Entry 7:
The following is a DFT calculation (wB97M-V/def2-TZVPD) of an isolated molecule of C2HCl2OP.

## Properties
energy above the lowest of the compared OMol25 structures with the same formula, charge and spin	238.3	kJ/mol
orbital gap (alpha / beta)	7.189 / 6.429	eV
HOMO (alpha / beta)	-8.39 / -8.04	eV

```
! RIJCOSX wB97M-V def2-TZVPD def2/J DEFGRID3
* xyz 0 1
C -1.20 0.21 -0.10
C -1.07 -1.05 -0.25
O -0.85 -2.20 -0.29
P 1.96 1.35 0.72
Cl 2.72 -0.50 0.40
Cl 0.44 1.32 -0.52
H -2.01 0.87 0.06
*
```

***

Entry 8:
The following is a DFT calculation (wB97M-V/def2-TZVPD) of C4H5O2 as an isolated structure.

## Properties
energy above the lowest of the compared OMol25 structures with the same formula, charge and spin	323.8	kJ/mol
orbital gap	5.869	eV
HOMO	-1.57	eV

```
! RIJCOSX wB97M-V def2-TZVPD def2/J DEFGRID3
* xyz -1 1
C 2.06 0.01 -0.06
C -1.59 0.66 0.50
C -0.91 -0.58 0.18
C 0.83 -0.26 -0.66
O 2.98 -0.33 0.63
O 1.47 1.13 -0.39
H -2.23 1.23 -0.32
H -1.67 1.02 1.45
H -0.64 -1.04 1.05
H -1.15 -1.23 -0.61
H 0.85 -0.61 -1.77
*
```